Record 1
14
Properties=species:S:1:pos:R:3:forces:R:3 method="wB97M-V/def2-TZVPD" orbital_gap_ev=8.747 homo_ha=-0.307 de_lowest_kj_mol=439.9
N -1.5433 -1.1131 0.7100 0.16 -0.06 0.15
N 2.0348 0.5471 -0.4655 0.18 0.23 0.02
C -1.1928 -1.0566 -0.6812 0.09 -0.24 -0.24
C -0.3130 1.0258 -0.1458 -0.06 -0.33 0.18
C 0.9534 0.5921 0.5092 -0.20 -0.12 0.05
C -1.4749 0.2281 0.0910 -0.09 0.50 -0.04
H -0.7102 -1.2970 1.2637 -0.12 0.04 -0.04
H 0.9613 -0.3540 1.0821 -0.05 0.10 -0.16
H 1.0508 1.3992 1.2700 -0.05 -0.11 -0.12
H 2.9372 0.6900 -0.0238 -0.08 -0.04 -0.06
H -1.9631 -1.3452 -1.3914 0.13 0.08 0.12
H 1.8858 1.2986 -1.1326 0.07 -0.04 0.02
H -2.4567 0.6559 -0.0939 0.15 -0.08 0.01
H -0.1694 -1.2709 -0.9919 -0.14 0.06 0.12

***

Record 2
14
Properties=species:S:1:pos:R:3:forces:R:3 method="wB97M-V/def2-TZVPD" charge=-1 orbital_gap_ev=5.606 homo_ha=-0.085 de_lowest_kj_mol=86.0
S 2.3059 1.0340 -0.0930 -0.24 0.31 -0.19
S -0.9961 -2.0485 0.8371 -0.33 -0.02 0.07
C 0.2123 -1.0572 1.7548 -0.04 -0.20 -0.55
C 1.2273 1.6543 -1.4794 1.42 -0.19 0.54
C -1.7175 -0.7415 -0.1977 0.37 -0.92 -0.04
H -0.2077 -0.0882 2.0146 -0.09 -0.05 0.20
H 0.2912 2.0746 -1.1299 -0.38 -0.22 -0.07
H 0.4722 -1.6356 2.6404 0.14 0.13 0.01
H -2.2478 -1.2355 -1.0033 -0.19 -0.13 -0.14
H 1.0547 -0.8588 1.0824 0.05 0.04 0.40
H 1.7768 2.4420 -1.9907 -0.08 0.20 -0.15
H -2.4249 -0.1714 0.3838 0.03 0.53 0.06
H -0.8982 -0.1938 -0.6449 0.00 0.52 0.11
H 1.1519 0.8256 -2.1742 -0.66 -0.01 -0.25

***

Record 3
52
Properties=species:S:1:pos:R:3:forces:R:3 method="wB97M-V/def2-TZVPD" charge=+1 orbital_gap_ev="5.940 / 6.129" homo_ha="-0.384 / -0.386"
Os -0.5008 -0.0356 -0.0482 3.84 -1.00 0.02
Se -0.3086 -2.3084 -0.0470 0.28 -0.31 0.13
S -4.1628 -0.8771 -0.5590 -0.33 -0.32 1.00
F 0.1797 2.5827 1.3190 0.35 0.28 0.83
F 0.4559 2.5008 -0.9037 0.52 0.16 -0.75
F -1.5388 2.0208 -0.0214 -0.18 -0.39 0.03
F -0.7812 4.2018 0.0316 -0.35 0.91 -0.16
O -2.8019 -0.4705 -0.0712 1.04 0.60 0.21
N 0.2568 0.1080 2.1663 -1.33 0.12 -1.51
N 0.3629 0.0443 -2.2484 -1.37 0.37 1.11
N 1.8224 0.1000 -0.0123 -2.57 0.03 0.08
C 2.4372 0.1873 1.1643 0.41 0.02 0.09
C 1.2404 0.1829 4.7291 -0.16 0.01 -0.09
C 1.5815 0.1326 2.3613 0.20 0.01 0.40
C 2.1069 0.1435 3.6489 -0.23 0.03 -0.33
C 1.6907 0.1205 -2.3943 0.21 0.07 -0.42
C -2.0393 0.3093 2.8828 -0.03 -0.02 -0.05
C 1.4327 0.2279 -4.7732 -0.18 -0.03 0.14
C -4.4141 -2.5081 0.2304 0.01 0.42 -0.38
C -0.4455 0.0893 -3.3005 -0.24 -0.04 -0.61
C 2.4940 0.1427 -1.1611 0.47 -0.02 -0.01
C 3.8866 0.2214 -1.1602 -0.33 -0.04 0.19
C -0.5871 0.2068 3.1864 -0.19 -0.06 0.63
C 3.8226 0.3536 1.2287 -0.32 -0.11 -0.23
C -1.9126 0.0189 -3.0462 -0.04 0.09 -0.02
C 0.0643 0.1697 -4.5955 0.18 -0.02 0.21
C -0.1194 0.2451 4.5000 0.21 -0.02 -0.22
C 4.5477 0.3406 0.0504 -0.20 -0.04 0.03
C -5.2982 0.0993 0.4908 0.26 -0.26 -0.40
C 2.2587 0.2174 -3.6609 -0.22 -0.08 0.33
B -0.3912 2.9323 0.1124 0.21 -0.52 0.08
H -2.1857 -1.0085 -2.7947 -0.04 0.01 0.01
H -6.3197 -0.1732 0.2453 -0.13 -0.08 -0.07
H -5.0971 -0.0789 1.5427 0.14 -0.17 0.04
H 1.6283 0.1773 5.7352 0.05 0.04 0.11
H -0.6129 0.1887 -5.4343 -0.05 0.02 -0.05
H 4.4471 0.1930 -2.0780 0.01 0.06 -0.10
H -2.2583 1.3358 2.5839 -0.04 0.03 -0.09
H -5.3990 -2.8791 -0.0317 -0.17 -0.02 -0.05
H 4.3267 0.4915 2.1703 -0.01 -0.05 0.06
H -3.6501 -3.1774 -0.1582 0.04 0.09 -0.14
H -2.4767 0.3314 -3.9205 -0.02 -0.03 -0.06
H -4.3060 -2.4297 1.3073 0.01 0.20 0.10
H -2.6454 0.0646 3.7496 -0.02 -0.03 0.10
H -5.1384 1.1507 0.2675 0.10 0.01 -0.16
H 3.1701 0.1355 3.8145 0.09 -0.03 -0.03
H -2.1756 0.6625 -2.2045 -0.01 -0.01 -0.09
H -0.8231 0.3275 5.3133 -0.04 -0.03 0.04
H -2.2979 -0.3436 2.0487 -0.08 0.06 0.14
H 3.3241 0.2930 -3.7849 0.12 -0.01 0.02
H 1.8560 0.2846 -5.7632 0.05 0.04 -0.10
H 5.6234 0.4213 0.0776 0.07 0.05 -0.02

***

Record 4
18
Properties=species:S:1:pos:R:3:forces:R:3 method="wB97M-V/def2-TZVPD" orbital_gap_ev="6.149 / 7.611" homo_ha="-0.323 / -0.345" de_lowest_kj_mol=1089.0
O -0.2168 -1.7192 -3.3289 1.08 0.35 0.45
O 3.4932 -0.0969 -1.1911 -1.29 0.91 0.00
O 3.3601 -1.6718 -2.5785 0.52 -0.71 -1.20
O -1.2102 1.8616 -1.3383 -0.22 1.87 -0.36
N 0.9265 -1.4813 -2.9736 -1.21 -0.69 -0.69
N 2.8293 -0.7855 -1.9533 3.13 -1.73 0.51
N -0.3367 -0.0773 -0.2976 -2.73 0.53 -0.39
C -0.3508 -1.2636 0.4837 -0.13 1.05 1.74
C 0.6763 0.2397 -1.0915 6.10 1.86 -2.15
C 1.4308 -0.7855 -2.0485 -3.24 2.50 1.80
C -1.5019 0.9041 -0.5905 -0.67 -2.68 1.63
H 1.6939 0.7042 -0.6542 -2.07 -0.92 0.18
H -2.3476 0.3036 -1.1196 0.72 -0.02 0.85
H 0.0812 -0.9790 1.5264 -0.57 -1.16 -1.57
H 0.3296 1.1561 -1.6116 0.50 -0.75 -0.76
H 0.1945 -2.0218 -0.0603 0.39 -0.38 0.35
H -1.3817 -1.5920 0.5630 -0.15 -0.20 0.41
H -1.8670 1.1083 0.4726 -0.15 0.16 -0.79

***

Record 5
44
Properties=species:S:1:pos:R:3:forces:R:3 method="wB97M-V/def2-TZVPD" orbital_gap_ev="6.674 / 6.887" homo_ha="-0.320 / -0.313" de_lowest_kj_mol=0.0
Pd -0.1771 0.3981 0.8190 0.33 0.80 -0.96
O 2.1926 -2.5728 3.2747 0.09 -0.01 0.05
O -0.6400 -1.1183 -0.8177 -0.07 -0.40 0.19
O -2.6373 2.0291 2.2440 -0.12 0.07 -0.26
O -4.3489 1.4802 3.4226 -0.12 0.04 -0.17
O 0.7396 -1.0926 2.5339 0.21 0.13 0.06
O -1.7430 -3.0165 -1.3264 0.05 0.03 -0.02
N -3.5007 1.2406 2.5910 0.33 -0.21 0.46
N 2.0314 -0.9071 0.1216 -0.28 -0.03 -0.17
N 2.4715 -1.7243 1.1643 -0.09 0.13 0.16
N 4.8162 2.7571 -4.0997 -0.03 -0.01 0.03
C 3.0348 2.6317 -2.2228 0.02 0.02 0.02
C 3.4522 -3.2296 3.1179 -0.06 -0.02 0.01
C -1.5907 -1.9808 -0.6981 0.15 0.18 -0.05
C -2.6872 -0.3592 0.9030 -0.30 0.20 0.00
C 1.6841 2.8028 -2.5159 0.00 -0.02 -0.10
C 0.7485 2.7526 -1.4999 -0.18 -0.17 -0.03
C -4.0360 -2.4194 2.1804 0.00 0.01 -0.04
C -3.4336 -0.1257 2.0439 -0.15 0.04 -0.13
C 0.1583 2.4594 0.8992 -0.20 -1.38 0.48
C 1.1325 2.5149 -0.1758 0.16 0.30 0.10
C 3.4392 2.4064 -0.9037 0.10 -0.07 -0.05
C -4.1140 -1.1349 2.6964 -0.08 -0.02 0.11
C 1.7375 -1.7484 2.3242 -0.03 -0.09 -0.26
C -2.5723 -1.6563 0.4196 0.12 0.03 0.07
C 2.4973 2.3430 0.1000 0.03 -0.03 0.05
C -3.2679 -2.6763 1.0520 0.00 -0.06 0.09
C 4.0222 2.7010 -3.2708 -0.09 0.00 0.08
H 3.0393 -2.5219 0.9295 -0.03 -0.04 0.02
H -4.5695 -3.2243 2.6684 0.03 0.01 0.02
H 4.2266 -2.5307 2.8036 0.01 0.02 0.02
H 1.3778 2.9780 -3.5385 -0.01 0.00 0.02
H -0.3030 2.8853 -1.7254 0.04 0.03 -0.02
H 3.7024 -3.6279 4.0946 -0.02 -0.03 0.03
H 2.8034 2.1616 1.1230 0.03 0.04 0.01
H -4.6836 -0.9058 3.5855 0.00 -0.02 -0.02
H 3.3747 -4.0560 2.4084 0.00 -0.01 -0.01
H 2.8223 -0.4578 -0.3177 0.01 0.01 -0.01
H -2.3265 0.4872 0.3147 0.14 0.02 0.06
H 0.5263 2.5988 1.9110 0.07 0.26 -0.01
H 4.4925 2.2889 -0.6842 -0.02 0.01 0.01
H -3.1714 -3.6776 0.6521 -0.02 0.03 -0.02
H -0.8122 2.9059 0.7147 -0.04 0.03 0.00
H 1.4564 -1.4177 -0.5571 0.02 0.19 0.16

***

Record 6
19
Properties=species:S:1:pos:R:3:forces:R:3 method="wB97M-V/def2-TZVPD" s_squared=0.76 charge=+1 multiplicity=2 orbital_gap_ev="10.047 / 5.212" homo_ha="-0.506 / -0.506"
K -7.5709 -18.6415 -13.2902 0.20 -0.32 -0.05
Cl -7.7634 -20.9532 -10.5775 1.73 3.05 1.65
O -6.5196 -21.9415 -14.0121 2.21 -2.78 0.40
O -5.4780 -23.5616 -15.2447 -0.53 -0.08 0.73
O -7.2705 -21.7703 -9.4960 -0.38 -0.65 1.41
O -6.7972 -19.8971 -10.7630 -1.17 -0.19 -0.15
O -5.3434 -23.7765 -13.0487 -2.78 3.47 0.49
O -9.0421 -20.4651 -10.0953 0.27 0.06 0.80
O -7.9541 -21.6852 -11.6975 -0.68 -2.27 -3.56
C -4.8699 -26.0328 -12.5182 0.00 -1.66 -1.05
C -5.1638 -24.9346 -14.9622 1.00 -1.21 0.30
C -4.6153 -24.8984 -13.4954 -0.33 0.63 -0.97
C -5.8522 -22.9841 -14.0707 -0.21 0.42 -0.09
H -4.4557 -25.9898 -11.5109 -0.17 0.73 -0.17
H -4.5056 -26.9899 -12.8915 0.96 0.12 -0.43
H -4.4298 -25.3220 -15.6688 0.10 0.46 -0.01
H -5.9028 -26.3812 -12.5209 -0.49 1.01 0.40
H -3.6193 -24.4563 -13.5182 0.59 -1.04 0.00
H -6.0363 -25.5751 -15.0915 -0.33 0.25 0.29